1.
C45H45GeN5ORuSe | ωB97M-V with the def2-TZVPD basis set

Gap between HOMO and LUMO (alpha / beta) = 5.4 / 5.3 eV
<S²> = 0.7632
Multiplicity = 2
Highest occupied orbital energy (alpha / beta) = -2.86 / -2.76 eV
Net charge = -1
Energy relative to the best compared isomer or geometry (same formula, charge and spin) = 0.0 kJ/mol
LUMO (alpha / beta) = 2.57 / 2.57 eV

Each line ends with the Löwdin spin population.
Geometry (Å):
Ru  -1.287  -0.476  -0.425  0.90
Se  -3.571  0.320  -1.409  0.04
Ge  0.674  -3.090  -0.113  0.01
O  -0.065  -1.078  -3.829  0.01
N  -0.956  -0.259  2.235  0.02
N  1.595  -0.498  -1.117  -0.02
N  3.016  1.308  -1.227  0.00
N  -3.035  0.588  2.306  0.00
N  -0.528  1.485  -0.117  0.00
C  0.396  -5.312  -1.997  0.00
C  -2.446  -2.854  4.439  0.00
C  -4.090  -1.204  3.752  0.00
C  -2.919  6.535  -1.592  0.00
C  1.957  -4.359  2.215  0.00
C  0.775  -6.442  -2.711  0.00
C  -3.753  -2.354  4.449  0.00
C  2.854  -3.209  4.127  0.00
C  -1.762  -1.084  3.011  0.00
C  2.562  -1.995  3.521  0.00
C  5.443  -1.205  -2.493  0.00
C  -1.129  -2.001  -3.918  0.00
C  1.650  -3.146  1.597  0.00
C  1.277  -4.690  -1.114  0.00
C  3.268  -2.156  -2.053  0.00
C  1.584  0.952  -1.156  -0.02
C  2.862  -0.925  -1.589  0.00
C  -1.761  0.684  1.792  0.01
C  -3.532  -2.856  0.214  0.00
C  -2.865  -4.797  1.457  0.00
C  2.551  -4.394  3.470  0.00
C  -5.437  2.506  -0.001  0.00
C  -3.430  2.232  -1.534  0.00
C  -3.073  -0.580  3.046  0.00
C  4.585  -2.295  -2.488  0.00
C  2.043  -6.978  -2.541  0.00
C  -1.196  -3.489  0.291  0.00
C  3.709  0.187  -1.634  0.00
C  2.929  -6.378  -1.655  0.00
C  -1.545  -4.568  1.101  0.00
C  -2.472  2.829  -2.379  0.00
C  -3.112  5.041  -1.581  0.00
C  -3.862  -3.932  1.021  0.00
C  -2.324  4.214  -2.371  0.00
C  -2.203  -2.637  -0.153  0.00
C  -1.437  -2.235  3.721  0.00
C  -4.099  4.445  -0.813  0.00
C  0.567  -1.223  -0.700  0.02
C  0.931  1.511  0.061  0.00
C  -1.291  1.906  1.060  0.00
C  -1.622  2.021  -3.318  0.00
C  -4.283  3.063  -0.790  0.00
C  1.963  -1.966  2.269  0.00
C  2.548  -5.244  -0.953  0.00
C  5.014  0.054  -2.085  0.00
H  5.677  0.909  -2.121  0.00
H  -0.605  -4.913  -2.125  0.00
H  -2.226  -3.759  4.993  0.00
H  -4.891  -4.095  1.314  0.00
H  -3.147  6.957  -2.573  0.00
H  -0.131  -0.641  -2.965  0.01
H  2.777  -5.347  3.935  0.00
H  -0.773  -5.231  1.478  0.00
H  3.314  -3.233  5.107  0.00
H  -2.150  2.493  0.731  0.00
H  -4.756  5.071  -0.215  0.00
H  -0.762  2.074  -0.911  0.00
H  1.703  -1.016  1.821  0.00
H  -0.684  2.521  1.735  0.00
H  -1.886  6.802  -1.356  0.00
H  -5.100  -0.814  3.762  0.00
H  1.135  0.934  0.979  0.00
H  -3.567  7.019  -0.861  0.00
H  2.341  -7.860  -3.095  0.00
H  2.788  -1.064  4.028  0.00
H  -5.143  1.654  0.613  0.00
H  -4.295  -2.173  -0.141  0.00
H  -2.108  -1.514  -3.848  0.00
H  -3.115  -5.637  2.094  0.00
H  6.461  -1.328  -2.845  0.00
H  -2.249  1.376  -3.937  0.00
H  1.736  -5.294  1.711  0.00
H  -6.200  2.113  -0.677  0.00
H  -2.117  -1.939  -1.050  0.01
H  -0.427  -2.626  3.699  0.00
H  -4.516  -2.876  5.012  0.00
H  -1.046  -2.501  -4.884  0.00
H  -1.075  -2.766  -3.131  0.00
H  -3.828  0.994  1.835  0.00
H  -1.033  2.677  -3.958  0.00
H  -1.569  4.658  -3.013  0.00
H  3.921  -6.792  -1.515  0.00
H  2.574  -2.972  -2.131  0.00
H  0.077  -6.904  -3.399  0.00
H  1.298  2.534  0.209  0.00
H  -0.928  1.353  -2.801  0.00
H  -5.890  3.275  0.626  0.00
H  3.201  2.117  -1.799  0.00
H  3.254  -4.776  -0.275  0.00
H  4.925  -3.255  -2.856  0.00

2.
C28H19ClIrN6O4 | ωB97M-V with the def2-TZVPD basis set

Gap between HOMO and LUMO (alpha / beta) = 7.3 / 5.5 eV
<S²> = 6.0425
Multiplicity = 5
Highest occupied orbital energy (alpha / beta) = -10.21 / -11.94 eV
Net charge = +1
LUMO (alpha / beta) = -2.95 / -6.41 eV

Each line ends with the Löwdin spin population.
Geometry (Å):
Ir  -0.015  0.950  -0.194  1.55
Cl  2.772  -3.704  -2.353  0.01
O  5.557  -1.094  0.144  0.00
O  4.083  0.831  1.075  0.03
O  5.203  -2.949  -1.001  0.00
O  1.968  1.473  0.937  0.17
N  1.308  -0.648  -0.570  0.02
N  -1.184  3.531  -0.674  0.28
N  0.373  2.247  -1.804  0.14
N  -0.993  0.373  1.503  0.40
N  -1.164  2.521  0.150  0.27
N  1.218  -1.768  -1.312  0.00
C  4.801  -1.926  -0.509  0.00
C  0.014  -0.667  3.450  0.05
C  -2.762  3.545  1.695  0.04
C  3.344  -1.577  -0.664  0.01
C  2.574  -0.515  -0.165  0.02
C  -0.964  -1.284  -2.255  0.02
C  -2.548  1.186  3.224  0.09
C  -0.359  3.415  -1.700  0.03
C  -1.796  1.318  2.048  0.08
C  -0.590  -0.758  2.185  0.05
C  -1.621  -3.972  -2.173  0.01
C  -3.489  3.383  2.865  0.14
C  -3.383  2.215  3.618  0.05
C  2.928  0.699  0.693  0.01
C  -0.759  -2.025  1.603  0.05
C  -1.922  2.520  1.280  0.11
C  0.255  -3.060  3.515  0.06
C  2.438  -2.352  -1.402  0.03
C  0.438  -1.811  4.093  0.00
C  -2.209  -1.707  -2.688  0.01
C  -0.222  4.444  -2.659  0.08
C  0.658  4.279  -3.693  0.02
C  -2.536  -3.052  -2.659  0.00
C  1.217  2.113  -2.828  0.03
C  1.387  3.084  -3.790  0.10
C  -0.357  -3.161  2.272  0.00
C  -0.037  -2.216  -1.792  0.01
C  -0.372  -3.565  -1.737  0.00
H  -3.956  2.112  4.526  0.00
H  0.328  -4.289  -1.351  0.00
H  2.076  2.918  -4.602  0.01
H  -0.824  5.329  -2.542  0.00
H  0.593  -3.949  4.025  0.00
H  -3.495  -3.392  -3.018  0.00
H  0.794  5.056  -4.427  0.00
H  0.163  0.306  3.891  0.00
H  0.928  -1.730  5.050  0.00
H  -2.486  0.274  3.797  0.00
H  -0.522  -4.129  1.823  0.00
H  -1.254  -2.095  0.645  0.00
H  5.092  -0.293  0.543  0.00
H  1.783  1.192  -2.873  0.00
H  -0.703  -0.232  -2.325  0.02
H  -4.149  4.169  3.196  0.01
H  -1.870  -5.020  -2.131  0.00
H  -2.832  4.442  1.103  0.00
H  -2.920  -0.987  -3.058  0.00

3.
C33H32O7P4RhTe | ωB97M-V with the def2-TZVPD basis set

Gap between HOMO and LUMO (alpha / beta) = 6.2 / 4.3 eV
<S²> = 6.0292
Multiplicity = 5
Highest occupied orbital energy (alpha / beta) = -9.10 / -10.96 eV
Net charge = +1
Energy relative to the best compared isomer or geometry (same formula, charge and spin) = 73.0 kJ/mol
LUMO (alpha / beta) = -2.89 / -6.64 eV

Each line ends with the Löwdin spin population.
Geometry (Å):
Te  14.677  12.509  9.511  0.22
Rh  16.124  12.958  11.544  2.10
P  20.651  10.557  11.179  0.45
P  17.857  12.353  10.349  0.10
P  14.561  14.337  13.817  0.01
P  16.985  12.615  13.919  0.01
O  14.189  15.533  14.635  0.01
O  16.395  11.440  13.099  0.16
O  17.625  11.997  15.265  0.01
O  17.964  13.517  13.280  0.08
O  15.227  14.585  12.432  0.13
O  13.286  13.340  13.561  0.00
O  15.699  13.348  14.480  0.00
C  18.453  14.035  9.865  0.02
C  21.723  12.491  9.696  0.05
C  17.055  10.197  8.758  0.01
C  9.586  11.217  10.770  0.00
C  11.584  9.816  11.182  0.00
C  22.435  10.283  9.065  0.06
C  18.659  16.823  9.485  0.02
C  18.491  11.834  7.661  0.01
C  16.949  9.478  7.553  0.00
C  18.806  6.546  10.032  0.02
C  10.348  12.303  10.499  0.00
C  19.723  8.629  9.286  0.03
C  17.753  11.391  8.769  0.01
C  11.756  12.237  10.540  0.00
C  18.928  11.384  11.496  0.10
C  19.165  14.840  10.757  0.02
C  12.670  13.346  10.171  0.03
C  19.951  8.027  11.600  0.02
C  13.809  10.827  10.822  0.05
C  23.571  12.185  8.126  0.08
C  18.351  11.165  6.461  0.00
C  21.644  11.121  9.870  0.07
C  18.087  15.993  8.508  0.00
C  22.636  13.048  8.775  -0.01
C  10.204  9.925  11.126  0.00
C  19.072  7.438  9.014  0.00
C  19.291  16.231  10.576  0.00
C  17.848  14.612  8.745  0.02
C  20.061  8.985  10.610  0.06
C  17.612  9.957  6.442  0.00
C  19.380  6.797  11.316  0.00
C  12.346  10.989  10.829  0.01
C  23.420  10.804  8.225  0.00
H  18.754  7.243  8.004  0.00
H  20.923  13.126  10.087  0.00
H  17.080  11.416  15.881  0.00
H  17.587  9.310  5.580  0.00
H  22.718  14.137  8.648  0.00
H  19.697  14.419  11.660  0.00
H  16.377  8.534  7.498  0.00
H  20.234  8.239  12.651  0.01
H  12.954  14.102  10.952  0.00
H  19.199  12.047  12.303  0.00
H  18.903  11.586  5.580  0.00
H  9.607  9.124  11.534  0.00
H  24.420  12.669  7.552  0.00
H  18.669  17.912  9.350  0.00
H  17.749  16.414  7.563  0.00
H  19.847  16.830  11.296  0.00
H  24.090  10.159  7.659  0.00
H  12.280  13.978  9.301  0.00
H  16.508  9.914  9.644  0.00
H  22.353  9.172  9.057  0.00
H  12.155  8.921  11.370  0.00
H  18.317  5.606  9.961  0.00
H  18.277  10.641  11.902  0.00
H  19.934  9.357  8.502  0.00
H  19.252  5.980  12.006  0.00
H  17.305  14.052  7.997  0.00
H  12.527  13.968  13.671  0.00
H  9.921  13.266  10.197  0.00
H  14.136  9.901  10.313  0.00
H  14.356  11.019  11.779  0.00
H  8.497  11.306  10.729  0.00
H  19.149  12.727  7.722  0.00

4.
C5H8N | ωB97M-V with the def2-TZVPD basis set

Gap between HOMO and LUMO (alpha / beta) = 6.5 / 9.0 eV
<S²> = 2.0062
Multiplicity = 3
Highest occupied orbital energy (alpha / beta) = -10.36 / -15.49 eV
Net charge = +1
Energy relative to the best compared isomer or geometry (same formula, charge and spin) = 371.6 kJ/mol
LUMO (alpha / beta) = -3.82 / -6.52 eV

Each line ends with the Löwdin spin population.
Geometry (Å):
N  1.988  0.253  -0.173  0.10
C  -1.681  0.613  -0.421  0.14
C  -0.147  -1.334  -0.224  0.65
C  -0.630  0.482  0.746  0.14
C  0.620  -0.314  0.223  0.70
C  -1.423  -0.761  0.257  0.15
H  2.003  0.846  -1.045  0.03
H  -1.530  0.931  -1.438  0.00
H  -0.710  0.844  1.776  0.01
H  -2.081  -1.545  0.674  0.00
H  -2.596  1.048  0.013  0.01
H  2.739  -0.541  -0.022  0.01
H  -0.048  -2.228  -0.696  0.04
H  2.265  0.908  0.512  0.00

5.
C2H3N5O2 | ωB97M-V with the def2-TZVPD basis set

Gap between HOMO and LUMO = 8.1 eV
SMILES string = O=C/N=c1\nn[nH]n1O
Highest occupied orbital energy = -9.73 eV
Energy relative to the best compared isomer or geometry (same formula, charge and spin) = 529.8 kJ/mol
LUMO = -1.59 eV

Each line ends with the natural charge from an NBO analysis.
Geometry (Å):
O  3.516  0.006  0.381  -0.53
O  -1.455  1.709  -0.431  -0.53
N  -0.999  0.514  0.368  -0.05
N  1.223  0.626  -0.133  -0.53
N  -1.492  -1.549  0.067  0.10
N  -0.215  -1.511  -0.453  -0.30
N  -2.044  -0.462  0.201  -0.18
C  0.168  -0.244  -0.153  0.46
C  2.455  -0.224  -0.234  0.51
H  -0.959  2.406  0.247  0.50
H  2.383  -1.003  -1.031  0.12
H  -2.582  -0.268  1.170  0.44

6.
C5H6O | ωB97M-V with the def2-TZVPD basis set

Gap between HOMO and LUMO = 9.9 eV
Highest occupied orbital energy = -8.88 eV
Energy relative to the best compared isomer or geometry (same formula, charge and spin) = 498.2 kJ/mol
LUMO = 0.98 eV

Each line ends with the natural charge from an NBO analysis.
Geometry (Å):
O  -0.407  -0.057  -1.363  -0.51
C  -0.071  1.025  -0.441  -0.01
C  1.328  0.669  0.142  -0.18
C  -1.012  0.354  0.591  -0.41
C  1.062  -0.701  0.264  -0.33
C  -0.406  -0.858  -0.162  0.03
H  -0.875  -1.838  -0.259  0.21
H  -2.065  0.506  0.349  0.22
H  -0.234  2.018  -0.857  0.21
H  1.699  -1.448  0.735  0.24
H  -0.810  0.474  1.659  0.21
H  1.809  -0.267  -0.673  0.32